This record from the Open Molecules 2025 dataset describes a structure of composition C36H33N5RuS2Si. The level of theory is wB97M-V/def2-TZVPD.

The geometry in XYZ format:
```
78
Properties=species:S:1:pos:R:3:forces:R:3
Ru 0.324 -0.566 -0.277 0.0 -0.3 0.2
C 2.404 -3.376 2.362 0.0 0.0 0.0
C 1.724 -2.813 1.268 0.1 0.0 0.0
N 1.179 -1.618 1.317 0.2 0.1 -0.1
C 1.242 -0.891 2.478 -0.1 -0.1 0.0
C 1.866 -1.407 3.628 0.0 0.0 0.0
C 2.477 -2.679 3.529 0.0 0.0 0.0
C 1.840 -0.662 4.831 0.0 0.0 0.0
C 1.162 0.525 4.855 0.0 0.0 0.0
C 0.538 1.055 3.714 0.0 0.0 0.0
C 0.593 0.394 2.490 0.0 0.0 -0.1
N 0.057 0.765 1.296 -0.2 -0.1 0.1
C -0.503 1.964 0.973 0.1 0.0 -0.1
C -0.451 3.183 1.639 -0.1 0.0 0.0
C -1.155 4.300 1.149 0.0 0.0 0.0
C -1.915 4.248 0.015 0.0 0.0 0.0
C -1.941 3.047 -0.737 0.0 0.0 0.0
C -2.672 2.894 -1.937 0.0 0.0 0.0
C -2.621 1.711 -2.612 0.0 0.0 0.0
C -1.805 0.680 -2.121 0.0 0.0 -0.1
N -1.112 0.790 -1.013 0.5 -0.1 -0.4
C -1.195 1.944 -0.288 -0.1 0.0 0.1
H 2.856 -4.352 2.249 0.0 0.0 0.0
H 1.635 -3.337 0.326 0.0 0.0 0.0
H 2.987 -3.084 4.396 0.0 0.0 0.0
H 2.333 -1.055 5.711 0.0 0.0 0.0
H 1.098 1.087 5.780 0.0 0.0 0.0
H -0.015 1.972 3.816 0.0 0.0 0.0
H 0.160 3.307 2.517 0.0 0.0 0.0
H -1.092 5.227 1.708 0.0 0.0 0.0
H -2.479 5.105 -0.330 0.0 0.0 0.0
H -3.270 3.722 -2.300 0.0 0.0 0.0
H -3.177 1.552 -3.525 0.0 0.0 0.0
H -1.712 -0.255 -2.654 0.0 0.0 0.0
S 2.539 0.497 -0.463 0.0 0.1 0.1
C 3.482 -0.855 -1.036 -0.1 0.0 -0.1
C 4.875 -0.865 -0.881 0.1 0.0 0.0
C 5.652 -1.912 -1.344 0.0 0.0 0.0
C 5.050 -2.992 -1.984 0.0 0.0 0.0
C 3.674 -3.003 -2.142 0.1 0.0 0.0
C 2.877 -1.954 -1.674 -0.1 0.1 -0.1
S 1.130 -2.057 -1.897 -0.1 0.0 0.1
H 5.339 -0.025 -0.377 0.0 0.0 0.0
H 6.726 -1.892 -1.197 0.0 0.0 0.0
H 5.645 -3.821 -2.347 0.0 0.0 0.0
H 3.186 -3.841 -2.628 0.0 0.0 0.0
C -1.736 -3.483 -1.384 0.0 0.0 0.0
Si -1.504 -2.098 -0.103 -0.3 0.1 0.4
C -1.598 -3.034 1.559 0.0 0.0 0.0
C -3.208 -1.213 -0.086 0.0 0.0 0.0
C -4.219 -1.413 -1.026 0.0 0.0 0.0
C -5.408 -0.689 -0.993 0.0 0.0 0.0
C -5.615 0.262 -0.005 0.0 0.0 0.0
C -4.626 0.478 0.949 0.0 0.0 0.0
C -3.446 -0.249 0.902 0.0 0.0 0.0
H -2.750 -3.890 -1.309 0.0 0.0 0.0
H -1.032 -4.292 -1.175 0.0 0.0 0.0
H -1.556 -3.172 -2.415 0.0 0.0 0.0
H -2.578 -3.510 1.656 0.0 0.0 0.0
H -1.470 -2.348 2.401 0.0 0.0 0.0
H -0.838 -3.815 1.650 0.0 0.0 0.0
H -4.079 -2.144 -1.817 0.0 0.0 0.0
H -6.169 -0.864 -1.745 0.0 0.0 0.0
H -6.535 0.834 0.021 0.0 0.0 0.0
H -4.771 1.225 1.721 0.0 0.0 0.0
H -2.670 -0.041 1.633 0.0 0.0 0.0
C 0.036 -0.566 -5.184 0.0 0.0 0.0
C 0.788 0.641 -4.741 0.1 0.1 0.0
N 0.771 1.172 -3.548 -0.1 0.1 -0.2
C 1.630 2.244 -3.595 0.0 0.0 0.0
C 2.166 2.368 -4.839 0.0 0.0 0.0
N 1.614 1.338 -5.573 0.1 0.0 0.0
H -0.464 -1.001 -4.323 0.0 0.0 0.0
H 0.712 -1.328 -5.577 0.0 0.0 0.0
H -0.702 -0.322 -5.952 0.0 0.0 0.0
H 1.828 2.837 -2.718 0.0 0.0 0.0
H 2.886 3.050 -5.255 0.0 0.0 0.0
H 1.852 1.083 -6.514 0.0 0.0 0.0
```
Forces are in eV/Å.

## Properties
Maximum force = 0.64 eV/Å
2S+1 = 2
Charge = -1
Energy above the lowest of the compared OMol25 structures with the same formula, charge and spin = 7.4 kcal per mole
HOMO-LUMO gap (spin up / spin down) = 5.999 / 5.787 eV

Atomic partial charges in e from the Löwdin method, atoms 1 to 4: atom 1 (Ru): 0.714, atom 2 (C): -0.039, atom 3 (C): -0.144, atom 4 (N): -0.059